118
Properties=species:S:1:pos:R:3:forces:R:3:mulliken_charge:R:1 method="wB97M-V/def2-TZVPD" spin_multiplicity=3 orbital_gap_ha="0.1511 / 0.1174" charge=-1
C -9.82137 -0.50620 3.00423 -0.71 -0.44 0.70 -1.312
C -10.18096 0.67211 3.99217 -0.83 -0.12 -0.21 0.668
C -11.77030 0.86726 3.90424 0.25 0.20 0.01 -1.275
C -9.38349 2.02220 3.73503 -0.06 -0.81 0.02 -0.924
C -8.11829 1.86573 2.78250 -1.98 3.76 1.28 -0.325
C -8.38380 2.76188 1.52455 1.27 -0.20 -0.50 -0.555
C -7.57467 2.36145 0.22772 -0.82 -0.20 -0.60 -0.943
C -7.44162 0.80127 -0.02341 0.71 0.49 -0.80 -0.035
C -5.90434 0.46084 -0.18674 -0.01 -0.94 -0.59 -0.871
C -5.54342 -1.04748 0.08996 0.57 0.39 0.86 -0.893
C -5.09238 -1.28636 1.59706 -0.96 -0.84 -0.76 0.091
C -4.85875 -2.85952 1.76681 0.05 1.41 0.78 -0.935
C -3.70830 -3.18781 2.78759 0.12 -0.32 -0.51 -0.673
C -2.29873 -2.60304 2.36769 -0.15 -0.85 -0.63 0.115
C -1.11683 -3.42666 3.03217 -0.46 0.55 1.21 -0.708
C -0.41292 -2.58419 4.17970 0.10 -0.99 -0.70 -0.876
C 0.54529 -1.45495 3.63463 -0.25 -0.30 0.75 -0.069
N 0.30915 -0.22987 4.45040 0.78 1.92 1.12 0.339
C 1.28229 0.44188 5.19534 -1.57 2.20 1.25 -0.473
C 0.64053 1.56353 5.86799 -0.92 -1.12 -1.04 -0.466
C -0.80916 1.57949 5.51198 2.64 -2.81 -1.51 -0.725
C -0.88934 0.44346 4.62485 -0.65 0.32 0.25 0.024
H -10.71408 -1.19922 2.99688 0.97 0.54 0.01 0.445
H -8.97195 -1.11838 3.40130 -0.41 0.70 -0.72 0.297
H -9.68620 -0.18352 1.94066 0.12 -0.15 1.03 0.270
H -9.96310 0.35220 5.04350 -0.07 0.08 -0.96 0.305
H -12.27212 0.41341 4.80465 0.40 0.42 -0.97 0.269
H -12.06179 1.94759 3.83738 0.26 -0.85 0.26 0.344
H -12.17873 0.37996 2.97390 0.40 0.43 0.95 0.322
H -10.12284 2.76314 3.31504 0.89 -0.67 0.12 0.361
H -9.07483 2.45288 4.73192 -0.19 -0.53 -0.98 0.398
H -7.26634 2.25688 3.40158 -0.05 -1.14 -1.06 0.198
H -9.47121 2.86860 1.26147 0.93 -0.52 0.41 0.390
H -8.04326 3.80630 1.80246 -0.43 -0.94 -0.14 0.266
H -6.55196 2.82093 0.16469 -0.96 -0.37 0.40 0.467
H -8.14105 2.78075 -0.65446 0.60 -0.20 0.88 0.273
H -7.97231 0.16018 0.72243 0.66 0.68 -0.30 -0.096
H -7.91317 0.57069 -1.02378 0.34 0.09 1.07 0.377
H -5.65235 0.66269 -1.26834 -0.12 0.09 1.10 0.281
H -5.24231 1.11074 0.44682 -0.73 -0.51 -0.49 0.453
H -6.43360 -1.69849 -0.11885 0.76 0.47 0.09 0.240
H -4.68045 -1.40911 -0.54178 -0.97 0.49 0.39 0.460
H -4.17818 -0.70457 1.86832 -0.75 -0.37 -0.41 0.123
H -5.95240 -0.95007 2.24836 1.00 -0.27 -0.39 0.088
H -5.84698 -3.26510 2.12484 1.04 -0.02 -0.49 0.350
H -4.60048 -3.26054 0.75400 -0.22 0.07 0.90 0.400
H -3.60118 -4.31265 2.79510 -0.13 1.10 0.23 0.389
H -3.97082 -2.84068 3.82316 0.13 -0.37 -0.84 0.180
H -2.21613 -2.73685 1.25434 -0.10 0.30 0.86 0.255
H -2.24681 -1.50223 2.56976 0.14 -0.98 -0.09 -0.138
H -0.37479 -3.82039 2.29658 -0.58 0.47 0.53 0.271
H -1.61189 -4.29026 3.56779 0.68 0.61 -0.70 0.393
H -1.23894 -2.21141 4.84186 0.87 0.02 -0.58 0.458
H 0.20942 -3.28120 4.80805 -0.62 0.61 -0.53 0.352
H 1.60593 -1.77543 3.82098 -1.02 0.50 -0.53 0.096
H 0.44368 -1.25235 2.53745 0.09 -0.17 0.98 0.020
H 2.36007 0.19337 5.26965 -1.14 -0.14 -0.40 0.336
H 1.09212 2.32177 6.53907 -0.06 -0.88 -0.63 0.343
H -1.63678 2.24343 5.82124 0.85 -0.56 -0.29 0.359
H -1.74347 -0.00951 4.07733 0.53 0.71 0.65 0.181
C 3.95402 -3.76006 -1.60152 0.36 -0.06 -0.14 -1.596
C 3.11785 -2.70556 -0.83087 0.35 -0.21 -0.67 2.046
C 3.16957 -1.34324 -1.55394 -0.13 0.26 -0.16 -1.548
C 4.48239 -0.60316 -1.36051 -0.02 -0.08 0.01 0.119
C 4.77980 -0.45428 0.12386 0.02 0.25 0.01 -1.486
C 4.77430 -1.80445 0.86671 0.79 -0.05 -0.36 1.998
N 3.56671 -2.63237 0.58422 -0.63 -0.11 0.63 -0.122
O 2.50275 -2.08192 1.33272 -0.28 0.24 0.21 -0.616
C 6.06370 -2.57315 0.48928 0.25 0.02 -0.20 -2.085
C 4.94414 -1.53051 2.37198 -0.54 0.03 0.17 -1.907
C 1.67528 -3.23004 -0.97356 -0.22 0.24 0.52 -2.101
H 3.98680 -3.53380 -2.67302 -0.11 0.00 -0.01 0.260
H 4.98293 -3.85502 -1.27090 0.00 0.16 0.07 0.352
H 3.52566 -4.76106 -1.49184 -0.10 0.13 0.08 0.418
H 2.35958 -0.70115 -1.18926 0.03 -0.16 0.21 0.355
H 2.98406 -1.47382 -2.62812 -0.04 -0.16 0.04 0.467
H 5.29443 -1.12769 -1.87565 0.03 -0.02 0.02 0.202
H 4.41659 0.38746 -1.82194 0.05 0.03 -0.04 0.039
H 5.74980 0.04369 0.24795 0.04 -0.10 0.12 0.404
H 4.03541 0.21824 0.56448 -0.09 -0.21 0.06 0.320
H 6.02284 -3.60542 0.84627 -0.15 0.04 -0.07 0.397
H 6.94463 -2.11047 0.94768 -0.13 0.11 0.07 0.456
H 6.27015 -2.57604 -0.58117 -0.07 -0.08 -0.01 0.401
H 4.16849 -0.87184 2.76641 -0.16 -0.22 -0.16 0.210
H 5.90094 -1.03478 2.57035 0.07 -0.08 -0.25 0.424
H 4.93089 -2.46342 2.94332 -0.10 0.00 -0.09 0.447
H 1.54229 -4.17195 -0.43393 0.09 0.09 0.07 0.512
H 1.44137 -3.41524 -2.02867 0.27 -0.01 -0.06 0.378
H 0.93290 -2.51938 -0.60511 0.20 -0.01 0.17 0.300
C 7.60796 3.98336 -4.12081 -0.34 0.27 0.13 -1.568
C 7.70860 2.65470 -4.91204 1.13 1.61 0.84 1.585
C 7.89571 2.93138 -6.41524 -0.35 -0.17 -0.39 -1.296
C 6.62036 3.37826 -7.11823 0.03 -0.04 0.04 -0.503
C 5.50866 2.36181 -6.87967 0.51 0.02 -0.15 -1.293
C 5.26182 2.09162 -5.38624 -1.99 1.01 0.22 1.802
N 6.52044 1.79570 -4.62895 1.00 -2.36 -2.44 0.531
O 6.86137 0.54275 -4.90403 -0.38 0.95 0.95 -0.575
C 4.53415 3.31430 -4.77959 0.11 0.33 0.07 -2.001
C 4.22650 0.95794 -5.25641 0.49 -0.57 0.14 -1.667
C 9.02917 2.04354 -4.39891 -0.27 -0.74 -0.06 -1.846
H 8.16240 4.78144 -4.62050 0.07 -0.12 -0.02 0.307
H 6.59813 4.35050 -3.97212 -0.05 -0.06 -0.14 0.336
H 8.02297 3.87682 -3.11513 0.01 -0.14 -0.12 0.413
H 8.25984 2.02563 -6.91396 -0.08 -0.09 0.19 0.359
H 8.67338 3.68610 -6.56610 0.02 -0.06 0.28 0.422
H 6.32554 4.37377 -6.77295 -0.03 -0.03 0.05 0.264
H 6.80754 3.46935 -8.19088 0.00 0.03 0.00 0.394
H 4.58916 2.71729 -7.35379 -0.10 -0.09 0.25 0.365
H 5.77245 1.42853 -7.39010 0.03 -0.04 0.17 0.362
H 4.49886 3.25046 -3.68935 0.08 -0.02 -0.06 0.342
H 3.50051 3.36449 -5.12939 0.10 -0.22 -0.06 0.460
H 4.97693 4.26835 -5.06408 0.08 -0.02 0.08 0.415
H 4.53681 0.04352 -5.76420 0.17 0.06 0.16 0.369
H 3.27438 1.24678 -5.70721 0.18 0.28 0.01 0.441
H 4.03372 0.72051 -4.20714 0.08 -0.02 -0.05 0.340
H 8.95246 1.76284 -3.34585 -0.08 -0.01 -0.08 0.478
H 9.84089 2.76996 -4.49012 -0.25 0.17 -0.04 0.402
H 9.33169 1.16014 -4.96406 -0.17 0.01 0.06 0.366